{"formula": "C24H51N2O7S2", "method": "ωB97M-V/def2-TZVPD", "largest_force_ev_per_a": 3.362, "homo_lumo_gap_ev": [9.3, 9.5], "spin_multiplicity": 2, "homo_ev": [-8.842, -9.621], "lumo_energy_ev": [0.482, -0.072], "s_squared": 0.75, "species": ["C", "C", "C", "C", "C", "C", "C", "C", "C", "C", "N", "C", "C", "C", "C", "N", "O", "C", "C", "C", "C", "H", "H", "H", "H", "H", "H", "H", "H", "H", "H", "H", "H", "H", "H", "H", "H", "H", "H", "H", "H", "H", "H", "H", "H", "H", "H", "H", "H", "H", "H", "H", "H", "H", "H", "H", "O", "S", "O", "O", "C", "C", "C", "H", "H", "H", "H", "H", "H", "H", "H", "O", "S", "O", "O", "C", "C", "C", "H", "H", "H", "H", "H", "H", "H", "H"], "coordinates": [[0.628, -1.502, 0.902], [0.949, -2.106, -0.514], [1.152, -1.012, -1.612], [-0.167, -0.662, -2.411], [-0.768, 0.645, -1.752], [-2.335, 0.775, -1.862], [-2.933, 1.262, -0.494], [-4.394, 0.789, -0.172], [-5.374, 1.610, -1.084], [-6.533, 2.311, -0.343], [-6.396, 3.365, 0.371], [-4.654, -0.745, -0.436], [-3.884, -1.714, 0.531], [-2.835, -2.503, -0.372], [-4.889, -2.802, 1.043], [-3.085, -1.043, 1.581], [-2.672, -1.974, 2.385], [-3.783, 0.042, 2.289], [-2.640, 0.941, 2.944], [-4.686, -0.405, 3.484], [-4.635, 0.998, 1.376], [0.501, -2.322, 1.642], [-0.352, -0.978, 0.861], [1.392, -0.767, 1.224], [0.152, -2.813, -0.815], [1.902, -2.669, -0.390], [1.562, -0.114, -1.098], [1.934, -1.308, -2.351], [0.142, -0.374, -3.438], [-0.875, -1.510, -2.432], [-0.319, 1.519, -2.280], [-0.383, 0.686, -0.714], [-2.780, -0.153, -2.264], [-2.520, 1.567, -2.625], [-2.203, 1.017, 0.300], [-2.976, 2.377, -0.543], [-5.838, 0.902, -1.809], [-4.867, 2.377, -1.708], [-7.539, 1.836, -0.421], [-7.342, 3.563, 0.712], [-5.743, -0.884, -0.215], [-4.551, -1.016, -1.508], [-1.815, -2.438, 0.066], [-2.756, -2.086, -1.393], [-3.077, -3.581, -0.439], [-5.631, -2.964, 0.226], [-5.463, -2.520, 1.943], [-4.399, -3.789, 1.182], [-2.423, 0.574, 3.974], [-2.921, 2.006, 3.002], [-1.702, 0.767, 2.372], [-4.194, -1.108, 4.181], [-4.886, 0.520, 4.078], [-5.693, -0.757, 3.166], [-5.702, 0.826, 1.652], [-4.454, 2.075, 1.566], [2.773, 1.784, -0.370], [3.258, 3.130, -0.509], [4.104, 3.509, -1.607], [3.953, 3.581, 0.869], [5.028, 2.778, 1.383], [6.306, 2.962, 0.588], [1.893, 4.249, -0.453], [4.731, 1.727, 1.420], [5.192, 3.102, 2.412], [6.194, 2.590, -0.430], [7.131, 2.419, 1.051], [6.569, 4.019, 0.520], [1.258, 3.992, 0.392], [1.343, 4.138, -1.386], [2.274, 5.264, -0.364], [7.746, -1.703, -2.630], [6.675, -1.371, -1.733], [6.876, -0.482, -0.623], [6.007, -2.734, -1.194], [6.853, -3.692, -0.544], [7.257, -3.250, 0.850], [5.290, -0.793, -2.663], [7.729, -3.903, -1.163], [6.277, -4.616, -0.476], [7.887, -2.361, 0.817], [7.817, -4.038, 1.356], [6.376, -3.001, 1.444], [5.105, -1.478, -3.488], [5.538, 0.196, -3.043], [4.426, -0.730, -2.004]], "lowdin_spin": [0.000, 0.000, 0.000, 0.000, 0.000, 0.000, 0.006, 0.001, 0.000, 0.000, 0.000, -0.001, 0.028, 0.005, 0.014, 0.336, 0.553, 0.028, 0.006, 0.014, 0.000, 0.001, 0.000, 0.000, 0.000, 0.000, 0.000, 0.000, 0.000, 0.000, 0.000, 0.000, 0.000, 0.000, 0.003, 0.001, 0.000, 0.000, 0.000, 0.000, 0.000, 0.000, -0.001, 0.000, 0.000, 0.000, 0.001, 0.002, 0.000, 0.000, 0.000, 0.002, 0.001, 0.000, 0.000, 0.000, 0.000, 0.000, 0.000, 0.000, 0.000, 0.000, 0.000, 0.000, 0.000, 0.000, 0.000, 0.000, 0.000, 0.000, 0.000, 0.000, 0.000, 0.000, 0.000, 0.000, 0.000, 0.000, 0.000, 0.000, 0.000, 0.000, 0.000, 0.000, 0.000, 0.000]}

{"formula": "C24H52B3NO22", "method": "ωB97M-V/def2-TZVPD", "largest_force_ev_per_a": 1.295, "smiles": "CCCOCB1OBOB(CCN)O1.COC(=O)OC.COC(=O)OC.COC(=O)OC.COC(=O)OC.COC(=O)OC.COC(=O)OC", "homo_lumo_gap_ev": 9.9, "spin_multiplicity": 1, "homo_ev": -9.491, "lumo_energy_ev": 0.435, "species": ["C", "C", "C", "O", "C", "B", "O", "B", "O", "B", "C", "C", "N", "O", "H", "H", "H", "H", "H", "H", "H", "H", "H", "H", "H", "H", "H", "H", "H", "H", "C", "O", "C", "O", "O", "C", "H", "H", "H", "H", "H", "H", "C", "O", "C", "O", "O", "C", "H", "H", "H", "H", "H", "H", "C", "O", "C", "O", "O", "C", "H", "H", "H", "H", "H", "H", "C", "O", "C", "O", "O", "C", "H", "H", "H", "H", "H", "H", "C", "O", "C", "O", "O", "C", "H", "H", "H", "H", "H", "H", "C", "O", "C", "O", "O", "C", "H", "H", "H", "H", "H", "H"], "coordinates": [[0.149, -0.138, -4.934], [-1.035, -0.525, -4.047], [-0.826, -0.217, -2.582], [0.168, -1.084, -2.041], [0.276, -0.982, -0.619], [-0.400, -2.226, 0.080], [0.299, -3.354, 0.480], [-0.500, -4.220, 1.206], [-1.728, -4.574, 0.689], [-2.292, -3.514, -0.006], [-3.329, -3.635, -1.168], [-2.583, -4.008, -2.465], [-1.820, -5.247, -2.304], [-1.773, -2.244, 0.342], [1.102, -0.458, -4.511], [0.171, 0.945, -5.079], [0.041, -0.587, -5.927], [-1.907, 0.060, -4.367], [-1.311, -1.574, -4.198], [-0.503, 0.823, -2.462], [-1.768, -0.363, -2.034], [1.335, -0.904, -0.349], [-0.221, -0.069, -0.260], [-0.223, -4.611, 2.294], [-4.079, -4.405, -0.962], [-3.828, -2.674, -1.314], [-1.855, -3.220, -2.684], [-3.287, -4.036, -3.304], [-1.227, -5.399, -3.107], [-2.443, -6.040, -2.219], [-1.829, 4.376, -6.146], [-1.852, 3.611, -4.939], [-1.164, 4.148, -3.933], [-0.559, 5.186, -3.964], [-1.251, 3.323, -2.893], [-0.550, 3.752, -1.722], [-2.418, 3.826, -6.875], [-2.273, 5.358, -5.995], [-0.811, 4.478, -6.515], [-0.946, 4.698, -1.358], [0.516, 3.847, -1.923], [-0.715, 2.981, -0.975], [2.584, 1.829, 5.022], [1.780, 0.657, 4.863], [2.297, -0.267, 4.056], [3.348, -0.193, 3.475], [1.445, -1.285, 3.997], [1.851, -2.351, 3.124], [2.034, 2.476, 5.698], [3.549, 1.578, 5.457], [2.728, 2.328, 4.065], [2.786, -2.798, 3.457], [1.953, -1.985, 2.107], [1.059, -3.085, 3.177], [-1.164, 0.309, 3.002], [-1.859, 1.272, 3.806], [-2.086, 2.425, 3.173], [-1.772, 2.669, 2.037], [-2.728, 3.240, 4.002], [-3.045, 4.519, 3.444], [-1.042, -0.585, 3.606], [-1.740, 0.070, 2.110], [-0.184, 0.694, 2.726], [-3.697, 4.409, 2.580], [-2.138, 5.047, 3.160], [-3.560, 5.065, 4.228], [-2.262, 1.532, -11.970], [-1.926, 2.111, -10.705], [-0.792, 1.651, -10.180], [-0.070, 0.826, -10.672], [-0.596, 2.265, -9.014], [0.595, 1.863, -8.332], [-3.196, 1.997, -12.270], [-1.489, 1.745, -12.706], [-2.396, 0.457, -11.876], [1.478, 2.091, -8.927], [0.567, 0.801, -8.100], [0.622, 2.433, -7.408], [9.018, -3.303, 2.321], [7.788, -3.052, 3.003], [7.652, -1.799, 3.439], [8.459, -0.918, 3.301], [6.476, -1.697, 4.048], [6.192, -0.394, 4.569], [8.988, -4.348, 2.028], [9.103, -2.673, 1.438], [9.866, -3.128, 2.981], [6.164, 0.342, 3.770], [6.934, -0.115, 5.317], [5.215, -0.464, 5.027], [-3.386, 0.118, 6.077], [-3.556, -0.822, 7.152], [-2.975, -0.460, 8.289], [-2.351, 0.550, 8.479], [-3.200, -1.413, 9.196], [-2.623, -1.150, 10.476], [-3.905, -0.302, 5.222], [-3.830, 1.075, 6.344], [-2.336, 0.245, 5.857], [-3.034, -0.236, 10.902], [-1.541, -1.066, 10.400], [-2.885, -1.998, 11.101]], "lowdin_charge": [-0.093, -0.220, -0.226, -0.136, -0.070, -0.520, 0.262, -0.332, 0.274, -0.519, -0.048, -0.270, 0.016, 0.260, 0.077, 0.061, 0.066, 0.116, 0.098, 0.114, 0.132, 0.123, 0.117, 0.120, 0.112, 0.113, 0.097, 0.110, 0.073, 0.078, -0.035, -0.002, -0.629, 0.130, -0.013, -0.031, 0.094, 0.098, 0.092, 0.099, 0.100, 0.083, -0.026, 0.001, -0.627, 0.120, -0.004, -0.002, 0.096, 0.091, 0.100, 0.109, 0.095, 0.069, -0.018, -0.016, -0.617, 0.122, 0.010, -0.033, 0.097, 0.097, 0.097, 0.098, 0.097, 0.094, -0.038, 0.003, -0.628, 0.129, -0.001, -0.032, 0.093, 0.098, 0.097, 0.100, 0.090, 0.083, -0.042, 0.002, -0.628, 0.124, 0.012, -0.044, 0.092, 0.097, 0.097, 0.101, 0.100, 0.072, -0.029, 0.010, -0.629, 0.124, 0.002, -0.043, 0.098, 0.102, 0.080, 0.096, 0.096, 0.092]}

{"formula": "C24H52BCs2O12S6", "method": "ωB97M-V/def2-TZVPD", "largest_force_ev_per_a": 4.881, "homo_lumo_gap_ev": 5.7, "spin_multiplicity": 1, "homo_ev": -9.455, "lumo_energy_ev": -3.791, "total_charge": 1, "species": ["Cs", "Cs", "B", "H", "H", "H", "H", "C", "C", "C", "S", "O", "O", "C", "H", "H", "H", "H", "H", "H", "H", "H", "C", "C", "C", "S", "O", "O", "C", "H", "H", "H", "H", "H", "H", "H", "H", "C", "C", "C", "S", "O", "O", "C", "H", "H", "H", "H", "H", "H", "H", "H", "C", "C", "C", "S", "O", "O", "C", "H", "H", "H", "H", "H", "H", "H", "H", "C", "C", "C", "S", "O", "O", "C", "H", "H", "H", "H", "H", "H", "H", "H", "C", "C", "C", "S", "O", "O", "C", "H", "H", "H", "H", "H", "H", "H", "H"], "coordinates": [[-3.978, 2.885, -4.884], [-3.458, -4.113, -4.608], [-0.769, -0.372, -1.519], [-0.137, 0.403, -1.114], [-0.458, -1.349, -1.181], [-1.789, -0.161, -1.237], [-0.746, -0.311, -2.596], [4.291, -1.649, -6.205], [2.943, -1.405, -6.974], [2.423, -2.729, -7.510], [3.153, -4.116, -6.396], [4.154, -4.814, -7.232], [2.127, -4.894, -5.743], [4.021, -2.961, -5.260], [4.593, -0.815, -5.571], [5.091, -1.851, -6.917], [3.066, -0.786, -7.862], [2.222, -0.847, -6.376], [2.713, -2.996, -8.526], [1.353, -2.809, -7.317], [4.832, -3.454, -4.724], [3.227, -2.774, -4.537], [-1.879, 4.343, 5.352], [-2.618, 5.525, 6.100], [-3.422, 6.330, 5.032], [-2.176, 6.340, 3.633], [-1.388, 7.573, 3.731], [-2.876, 5.886, 2.410], [-1.064, 4.985, 4.311], [-2.521, 3.616, 4.855], [-1.344, 3.741, 6.087], [-1.822, 6.075, 6.602], [-3.328, 5.202, 6.862], [-3.885, 7.269, 5.334], [-4.242, 5.683, 4.721], [-0.237, 5.554, 4.736], [-0.660, 4.410, 3.478], [-10.151, 0.945, 1.983], [-8.876, 1.815, 1.930], [-7.814, 0.792, 1.509], [-8.595, -0.142, 0.165], [-8.222, -1.567, 0.314], [-8.424, 0.593, -1.130], [-10.302, 0.194, 0.666], [-10.928, 1.645, 2.290], [-10.095, 0.111, 2.682], [-8.598, 2.335, 2.846], [-9.084, 2.570, 1.172], [-7.727, 0.127, 2.369], [-6.809, 1.087, 1.208], [-10.861, -0.740, 0.721], [-10.787, 0.742, -0.141], [4.816, 7.554, -4.999], [4.308, 7.738, -3.573], [2.921, 7.112, -3.591], [2.188, 7.576, -5.197], [1.148, 8.567, -4.856], [1.768, 6.330, -5.808], [3.756, 8.176, -5.982], [5.096, 6.516, -5.176], [5.780, 8.060, -5.063], [4.350, 8.795, -3.308], [4.945, 7.224, -2.853], [2.269, 7.369, -2.756], [2.865, 6.024, -3.537], [3.786, 9.266, -5.972], [3.848, 8.046, -7.060], [-1.999, -9.143, 2.648], [-0.687, -8.706, 2.141], [0.405, -9.449, 2.924], [-0.223, -11.252, 2.886], [0.017, -11.743, 4.243], [0.271, -11.961, 1.700], [-2.003, -10.664, 2.636], [-2.840, -8.689, 2.123], [-2.016, -8.845, 3.696], [-0.599, -7.633, 2.310], [-0.531, -8.895, 1.078], [0.300, -9.221, 3.985], [1.480, -9.296, 2.823], [-2.599, -11.023, 3.474], [-2.402, -11.060, 1.702], [6.331, -2.407, 3.841], [6.226, -1.865, 2.351], [5.309, -0.652, 2.428], [5.826, 0.253, 4.007], [4.730, 0.375, 4.969], [6.715, 1.402, 3.710], [6.861, -1.210, 4.617], [7.033, -3.238, 3.780], [5.391, -2.767, 4.258], [5.750, -2.594, 1.695], [7.219, -1.676, 1.942], [4.283, -0.962, 2.626], [5.165, -0.054, 1.528], [6.685, -1.438, 5.668], [7.919, -1.059, 4.399]], "lowdin_charge": [0.950, 0.942, -0.444, -0.107, -0.113, -0.124, -0.138, -0.154, -0.232, -0.194, 0.702, -0.360, -0.355, -0.185, 0.103, 0.106, 0.107, 0.110, 0.098, 0.081, 0.099, 0.089, -0.241, -0.202, -0.197, 0.744, -0.356, -0.373, -0.226, 0.115, 0.117, 0.113, 0.107, 0.101, 0.089, 0.100, 0.110, -0.223, -0.207, -0.228, 0.738, -0.357, -0.380, -0.227, 0.120, 0.117, 0.120, 0.116, 0.106, 0.109, 0.105, 0.102, -0.223, -0.225, -0.231, 0.708, -0.355, -0.357, -0.181, 0.117, 0.111, 0.121, 0.118, 0.104, 0.102, 0.097, 0.100, -0.254, -0.267, -0.187, 0.746, -0.354, -0.350, -0.197, 0.122, 0.120, 0.117, 0.118, 0.087, 0.103, 0.097, 0.099, -0.221, -0.218, -0.213, 0.748, -0.355, -0.366, -0.215, 0.109, 0.114, 0.108, 0.114, 0.095, 0.101, 0.099, 0.101]}